#A
The following is a quantum chemistry calculation of a molecular structure, C38H33P3ReS6Sb, from the OMol25 dataset.

Last column: Mulliken charge in e.
Atoms and positions in Å:
Re (2.425, 0.089, -0.321)  0.403
S (1.672, 1.870, -1.754)  -0.354
P (0.161, 1.888, -0.370)  0.709
C (0.651, 0.450, 0.504)  -0.731
P (0.241, 0.158, 2.191)  1.845
S (2.064, -0.020, 3.169)  -0.432
C (-0.707, 1.399, 3.036)  0.953
C (-2.094, 1.383, 2.858)  -0.197
C (-2.879, 2.319, 3.513)  -0.855
C (-2.281, 3.254, 4.353)  -0.562
C (-0.903, 3.262, 4.539)  -0.866
C (-0.108, 2.335, 3.882)  -0.592
C (-0.621, -1.390, 2.268)  0.419
C (-0.891, -1.969, 3.513)  -0.843
C (-1.566, -3.178, 3.561)  -0.877
C (-1.972, -3.798, 2.379)  -0.803
C (-1.706, -3.219, 1.146)  -0.869
C (-1.026, -2.009, 1.087)  1.118
C (0.224, 3.364, 0.632)  1.224
C (-0.929, 4.109, 0.894)  -0.557
C (-0.837, 5.267, 1.660)  -0.855
C (0.394, 5.677, 2.155)  -0.595
C (1.545, 4.934, 1.896)  -0.794
C (1.463, 3.779, 1.134)  -0.523
C (-1.417, 1.820, -1.181)  0.876
C (-2.415, 0.967, -0.721)  0.296
C (-3.663, 0.977, -1.327)  -1.183
C (-3.908, 1.841, -2.387)  -0.635
C (-2.907, 2.690, -2.854)  -0.768
C (-1.655, 2.683, -2.255)  -0.837
H (-2.565, 0.629, 2.236)  0.367
H (-3.956, 2.307, 3.386)  0.488
H (-2.898, 3.976, 4.878)  0.458
H (-0.446, 3.991, 5.200)  0.467
H (0.967, 2.360, 4.021)  0.244
H (-0.575, -1.485, 4.432)  0.487
H (-1.777, -3.641, 4.520)  0.468
H (-2.499, -4.746, 2.425)  0.457
H (-2.020, -3.710, 0.230)  0.530
H (-0.789, -1.560, 0.128)  -0.333
H (-1.890, 3.792, 0.505)  0.485
H (-1.728, 5.855, 1.861)  0.483
H (0.461, 6.589, 2.742)  0.443
H (2.505, 5.268, 2.277)  0.468
H (2.361, 3.212, 0.919)  0.359
H (-2.216, 0.277, 0.095)  0.284
H (-4.444, 0.312, -0.974)  0.481
H (-4.886, 1.850, -2.858)  0.406
H (-3.105, 3.358, -3.687)  0.470
H (-0.874, 3.341, -2.626)  0.515
S (4.314, -2.211, 2.295)  -0.185
Sb (6.343, -0.997, 1.180)  0.608
S (4.536, 0.530, -0.177)  -0.233
S (2.571, -1.447, 1.676)  0.271
S (6.696, -2.463, -0.414)  -0.391
C (3.670, -1.926, -2.826)  -1.443
P (2.096, -1.614, -1.998)  1.893
C (1.536, -3.222, -1.400)  0.666
C (0.496, -3.930, -2.008)  -0.281
C (0.155, -5.196, -1.538)  -0.785
C (0.848, -5.759, -0.474)  -0.534
C (1.908, -5.073, 0.109)  -0.952
C (2.254, -3.813, -0.357)  -0.665
C (0.941, -1.050, -3.259)  0.633
C (-0.423, -0.949, -2.975)  -0.057
C (-1.296, -0.446, -3.928)  -1.024
C (-0.809, -0.024, -5.162)  -0.762
C (0.549, -0.107, -5.440)  -0.827
C (1.424, -0.620, -4.489)  -0.963
H (3.482, -2.596, -3.669)  0.550
H (4.343, -2.402, -2.117)  0.133
H (4.126, -1.001, -3.169)  0.474
H (-0.040, -3.515, -2.853)  0.471
H (-0.646, -5.749, -2.019)  0.464
H (0.579, -6.748, -0.113)  0.450
H (2.477, -5.526, 0.913)  0.491
H (3.131, -3.321, 0.059)  0.659
H (-0.806, -1.258, -2.007)  0.328
H (-2.356, -0.381, -3.711)  0.576
H (-1.492, 0.369, -5.910)  0.441
H (0.930, 0.222, -6.401)  0.458
H (2.483, -0.686, -4.724)  0.389

Total charge ... +2
E_LUMO (alpha / beta) ... -7.76 / -7.67 eV
Spin multiplicity ... 1
Highest occupied orbital energy (alpha / beta) ... -13.17 / -13.15 eV



#B
The following is a quantum chemistry calculation of a molecular structure, C38H33P3ReS6Sb, from the OMol25 dataset.

Last column: Mulliken charge in e.
Atoms and positions in Å:
Re (1.037, 1.116, -1.048)  0.587
S (2.042, 0.707, 0.996)  -0.434
P (1.717, -1.299, 0.590)  1.236
C (0.755, -1.045, -0.927)  -1.066
P (-1.022, -1.128, -1.291)  2.042
S (-1.189, 0.917, -1.698)  -0.493
C (-1.405, -2.284, -2.602)  0.182
C (-2.627, -2.124, -3.254)  -0.339
C (-2.988, -3.009, -4.253)  -0.746
C (-2.138, -4.053, -4.596)  -0.546
C (-0.923, -4.215, -3.943)  -0.801
C (-0.549, -3.326, -2.948)  0.022
C (-2.115, -1.492, 0.081)  0.909
C (-2.773, -2.721, 0.124)  -0.630
C (-3.621, -3.006, 1.182)  -0.801
C (-3.806, -2.078, 2.196)  -0.707
C (-3.157, -0.850, 2.150)  -0.667
C (-2.322, -0.553, 1.090)  0.232
C (0.805, -2.064, 1.923)  0.829
C (0.333, -3.366, 1.756)  -0.141
C (-0.284, -4.007, 2.814)  -0.762
C (-0.412, -3.361, 4.038)  -0.603
C (0.066, -2.070, 4.205)  -0.841
C (0.673, -1.413, 3.147)  -0.286
C (3.216, -2.206, 0.237)  0.966
C (3.177, -3.330, -0.589)  -0.145
C (4.329, -4.065, -0.792)  -0.807
C (5.514, -3.682, -0.172)  -0.500
C (5.550, -2.564, 0.648)  -0.755
C (4.402, -1.818, 0.854)  -0.702
H (-3.295, -1.313, -2.986)  0.429
H (-3.931, -2.885, -4.767)  0.440
H (-2.423, -4.742, -5.380)  0.420
H (-0.264, -5.028, -4.214)  0.470
H (0.407, -3.447, -2.454)  0.255
H (-2.639, -3.450, -0.665)  0.452
H (-4.144, -3.952, 1.207)  0.467
H (-4.475, -2.302, 3.017)  0.457
H (-3.324, -0.117, 2.928)  0.512
H (-1.869, 0.425, 1.024)  -0.536
H (0.453, -3.886, 0.811)  0.326
H (-0.653, -5.017, 2.691)  0.470
H (-0.881, -3.873, 4.868)  0.465
H (-0.025, -1.576, 5.163)  0.482
H (1.048, -0.406, 3.283)  0.407
H (2.257, -3.627, -1.079)  0.035
H (4.310, -4.934, -1.436)  0.474
H (6.415, -4.258, -0.336)  0.440
H (6.476, -2.267, 1.122)  0.467
H (4.439, -0.933, 1.479)  0.404
S (3.771, 0.002, -5.308)  -0.356
Sb (4.221, 0.494, -3.227)  0.915
S (2.556, 2.128, -2.334)  -0.230
S (1.609, -0.804, -2.400)  -0.165
S (5.719, 0.228, -1.653)  -0.368
C (1.998, 4.590, -0.474)  -1.918
P (0.585, 3.478, -0.267)  1.644
C (-0.803, 4.279, -1.118)  0.817
C (-0.607, 5.262, -2.083)  -0.714
C (-1.699, 5.861, -2.695)  -0.713
C (-2.986, 5.485, -2.350)  -0.629
C (-3.189, 4.507, -1.385)  -0.766
C (-2.105, 3.907, -0.771)  -0.319
C (0.117, 3.649, 1.491)  0.408
C (0.160, 4.910, 2.085)  -0.657
C (-0.287, 5.091, 3.383)  -0.854
C (-0.799, 4.021, 4.103)  -0.759
C (-0.863, 2.767, 3.517)  -0.519
C (-0.408, 2.585, 2.220)  1.187
H (1.766, 5.572, -0.066)  0.533
H (2.249, 4.700, -1.525)  0.559
H (2.860, 4.174, 0.047)  0.359
H (0.389, 5.573, -2.368)  0.301
H (-1.538, 6.628, -3.441)  0.426
H (-3.834, 5.958, -2.827)  0.417
H (-4.195, 4.224, -1.103)  0.455
H (-2.274, 3.170, 0.008)  0.315
H (0.525, 5.770, 1.540)  0.274
H (-0.242, 6.075, 3.829)  0.439
H (-1.148, 4.168, 5.116)  0.414
H (-1.263, 1.927, 4.070)  0.487
H (-0.450, 1.597, 1.790)  -0.553

Total charge ... +2
E_LUMO ... -7.26 eV
Spin multiplicity ... 1
Highest occupied orbital energy ... -13.50 eV



#B comes first in stability; the runner-up is 7.4 kcal/mol higher.